[1]
# C24H29N4O8P2RuS3Se

A structure of composition C24H29N4O8P2RuS3Se (the ωB97M-V functional and the def2-TZVPD basis, OMol25).

Properties
E_HOMO (spin up / spin down) = -10.64 / -10.63 eV
LUMO (spin up / spin down) = -4.108 / -4.710 eV
Orbital gap (spin up / spin down) = 6.5 / 5.9 eV
Relative energy (zero: lowest compared OMol25 entry of this formula, charge and spin) = 6.61 kcal/mol

```
! wB97M-V def2-TZVPD RIJCOSX def2/J DEFGRID3
* xyz 1 5
Ru 0.6617 -0.2366 -0.3825
N -2.0152 -4.3997 -0.6593
C -2.1970 -2.9012 -0.3843
C -3.6623 -2.6038 -0.0872
P -1.5265 -2.1550 -1.9720
O -2.8867 -1.6753 -2.6483
O -0.8648 -3.2863 -2.6928
O -0.6730 -0.9082 -1.7668
P -1.1303 -2.4694 1.0820
O -1.1512 -3.9017 1.8430
O -1.7175 -1.4079 1.9072
O 0.2398 -2.3257 0.4310
H -1.4189 -4.4593 -1.5093
H -2.9212 -4.8261 -0.8511
H -1.5987 -4.8767 0.1441
H -4.3021 -2.8437 -0.9375
H -3.7750 -1.5442 0.1441
H -3.9891 -3.1651 0.7908
H -2.8040 -1.4886 -3.5914
H -1.4256 -3.7856 2.7607
C 2.5102 3.1977 0.2497
C 2.9552 1.7986 -0.1219
C 4.1971 1.4068 0.6561
C 3.1692 1.6731 -1.6199
O 1.9084 0.8715 0.3047
H 3.2596 3.9130 -0.0919
H 2.4065 3.2878 1.3312
H 1.5526 3.4458 -0.2112
H 5.0056 2.1021 0.4228
H 4.5172 0.3975 0.3984
H 3.9963 1.4502 1.7277
H 3.8340 2.4663 -1.9610
H 2.2218 1.7823 -2.1577
H 3.6178 0.7125 -1.8789
Se 4.1405 -3.0720 1.3795
N 4.3033 -3.9908 -0.1154
C 3.5942 -3.3322 -1.0123
C 3.4383 -3.7144 -2.3804
C 2.6400 -2.9557 -3.1637
C 1.9521 -1.8354 -2.6241
N 2.0785 -1.4162 -1.3901
C 2.9325 -2.1390 -0.5588
N 3.1010 -1.8198 0.7007
H 3.9413 -4.5949 -2.7588
H 2.4660 -3.2085 -4.1996
H 1.2556 -1.2873 -3.2425
O -0.8407 0.6716 0.2310
C -1.2730 1.8500 0.9496
C -0.4916 2.0094 2.2367
C -0.0101 0.9889 2.9954
C 0.5982 1.4331 4.2029
C 0.5381 2.7861 4.3373
S -0.2403 3.5226 3.0101
C -1.1273 2.9979 -0.0430
C -0.5388 2.9805 -1.2729
C -0.6067 4.2359 -1.9469
C -1.2657 5.1708 -1.2147
S -1.8107 4.5367 0.2733
C -2.7368 1.6085 1.2506
C -3.7386 1.5003 0.3317
C -4.9858 1.1620 0.9238
C -4.8871 1.0216 2.2769
S -3.3023 1.2868 2.8289
H -0.1246 -0.0524 2.7194
H 1.0422 0.7766 4.9386
H 0.9006 3.3949 5.1510
H -0.0944 2.0986 -1.7112
H -0.1991 4.4243 -2.9303
H -1.4706 6.1991 -1.4698
H -3.5837 1.6658 -0.7277
H -5.9121 1.0499 0.3775
H -5.6760 0.8014 2.9790
*
```

Löwdin population analysis, charges in e, atoms 1 to 5:
1 Ru 1.691
2 N 0.177
3 C -0.449
4 C -0.067
5 P 0.396


[2]
# C19H15CoN6O3S2

A structure of composition C19H15CoN6O3S2 (the ωB97M-V functional and the def2-TZVPD basis, OMol25).

Properties
E_HOMO (spin up / spin down) = -4.61 / -4.59 eV
LUMO (spin up / spin down) = 2.208 / 2.209 eV
Orbital gap (spin up / spin down) = 6.8 / 6.8 eV

```
! wB97M-V def2-TZVPD RIJCOSX def2/J DEFGRID3
* xyz -1 2
Co -0.0466 0.5859 0.5678
O -2.5417 2.3990 -2.0116
C -1.6564 1.8720 -1.3684
N -1.3929 1.8953 -0.0316
C -1.6660 3.0086 0.7125
O -2.5267 3.8505 0.5397
C -0.6581 3.1786 1.8367
C -0.9364 4.0090 2.9093
C 0.0072 4.1234 3.9167
C 1.1954 3.4178 3.8058
C 1.3943 2.6211 2.6890
N 0.4899 2.5056 1.7232
C -0.5408 1.1310 -2.1051
C -0.5837 0.9488 -3.4769
C 0.4702 0.2965 -4.0949
C 1.5329 -0.1503 -3.3213
C 1.4979 0.0672 -1.9546
N 0.4877 0.7006 -1.3637
H -1.8831 4.5299 2.9319
H -0.1847 4.7441 4.7828
H 1.9527 3.4647 4.5765
H 2.2919 2.0251 2.5709
H -1.4432 1.3257 -4.0139
H 0.4662 0.1354 -5.1658
H 2.3757 -0.6644 -3.7625
H 2.2871 -0.2826 -1.3005
S 1.5564 -0.7927 1.3259
C 0.5588 -0.9814 2.7160
S -0.9185 -0.1974 2.4986
C 0.9215 -1.7202 3.8185
C 0.0409 -1.8842 4.9224
N -0.6683 -2.0174 5.8220
C 2.1874 -2.3611 3.8833
N 3.2094 -2.8915 3.9540
C 0.4379 -3.6662 -1.5995
N -0.6680 -3.0959 -2.3438
C -1.0647 -3.7304 -3.5741
C -1.3607 -2.0542 -1.8251
O -1.1107 -1.5340 -0.7602
H 0.2003 -4.6790 -1.2627
H 0.6361 -3.0388 -0.7317
H 1.3286 -3.7088 -2.2309
H -0.2057 -3.8356 -4.2417
H -1.8164 -3.1212 -4.0755
H -1.4841 -4.7259 -3.3980
H -2.1691 -1.7027 -2.4895
*
```

natural (NBO) population analysis, charges in e, atoms 1 to 5:
1 Co 0.920
2 O -0.586
3 C 0.644
4 N -0.741
5 C 0.645


[3]
# H20O10

A cluster of 10 separate species, H20O10 in total (the ωB97M-V functional and the def2-TZVPD basis, OMol25).

Properties
E_HOMO = -9.72 eV
SMILES = O.O.O.O.O.O.O.O.O.O
LUMO = 0.421 eV
Orbital gap = 10.1 eV
Relative energy (zero: lowest compared OMol25 entry of this formula, charge and spin) = 112.50 kcal/mol

```
! wB97M-V def2-TZVPD RIJCOSX def2/J DEFGRID3
* xyz 0 1
O -1.1494 0.9168 -0.7275
H -1.7583 0.9571 0.0733
H -0.2430 0.7597 -0.4780
O -4.7908 -0.0438 -1.4066
H -5.5168 -0.2060 -1.9585
H -5.2150 0.7286 -0.9403
O 1.5334 -3.0313 -0.4716
H 2.1863 -2.5327 -0.9683
H 1.7155 -3.9798 -0.6951
O 0.6597 2.2934 -1.8666
H 0.6323 3.1866 -2.2474
H 0.9815 1.8780 -2.5973
O 2.7314 -0.4336 -2.5624
H 2.3315 -1.2921 -2.5490
H 2.9230 -0.2768 -1.5888
O 0.3560 0.0221 2.3380
H 0.9887 0.6203 2.7602
H 0.5721 -0.8534 2.6124
O -3.2271 2.0075 2.2264
H -3.0139 2.7848 1.6342
H -3.7789 1.4900 1.6319
O -2.0933 -3.0257 0.8891
H -2.7352 -2.4623 0.4463
H -2.3709 -3.8593 0.6322
O 2.4419 1.4434 -0.1184
H 2.9759 1.7465 -0.8810
H 2.4420 2.1736 0.5027
O 3.4570 0.0014 1.9040
H 4.2503 -0.3947 2.2161
H 2.7142 -0.6184 2.1900
*
```

natural (NBO) population analysis, charges in e, atoms 1 to 5:
1 O -0.964
2 H 0.467
3 H 0.493
4 O -0.914
5 H 0.458


[4]
# C3H8OS

A cluster of 2 separate species, C3H8OS in total (the ωB97M-V functional and the def2-TZVPD basis, OMol25).

Properties
E_HOMO = -6.72 eV
LUMO = -3.332 eV
Orbital gap = 3.4 eV
Relative energy (zero: lowest compared OMol25 entry of this formula, charge and spin) = 174.36 kcal/mol

```
! wB97M-V def2-TZVPD RIJCOSX def2/J DEFGRID3
* xyz 0 1
C 1.6284 0.2033 -0.4509
O 2.8143 1.0341 0.1638
C 2.1438 -1.1480 -0.5647
C -2.1296 0.9649 0.7682
S -2.2455 -0.5796 -0.0169
H 1.3304 0.7916 -1.3056
H 0.8971 0.3540 0.3687
H 3.4612 0.3411 0.0800
H 2.7789 -1.3631 0.2907
H 2.0760 -1.7328 -1.4735
H -1.2850 0.9986 1.4956
H -1.8221 1.6548 -0.0200
H -3.3627 -1.0040 0.6830
*
```

natural (NBO) population analysis, charges in e, atoms 1 to 5:
1 C -0.200
2 O -0.707
3 C -0.299
4 C -0.645
5 S 0.050


Number 1: strongest force on any atom 1.1 eV Å⁻¹, E -166708.1241 eV. Number 2: strongest force on any atom 0.9 eV Å⁻¹, E -94331.0238 eV. Number 3: strongest force on any atom 4.5 eV Å⁻¹, E -20797.7340 eV. Number 4: strongest force on any atom 3.1 eV Å⁻¹, E -16115.6766 eV.